C31H51Sn | ωB97M-V with the def2-TZVPD basis set

XYZ file:
```
83
Properties=species:S:1:pos:R:3:lowdin_charge:R:1
C 3.511 -2.154 0.718 -0.10
C 2.668 -0.884 0.806 -0.52
C 3.540 0.356 0.586 -0.10
C 1.963 -0.733 2.155 -0.26
Sn 0.560 0.960 2.235 1.30
C -1.296 -0.120 2.528 -0.28
C -1.347 -1.189 1.402 -0.52
C -2.335 -0.761 0.324 -0.07
C -1.653 -2.570 1.985 -0.08
C 0.748 2.327 3.914 -0.28
C 1.789 1.935 4.976 -0.53
C 1.350 0.700 5.773 -0.10
C 2.076 3.114 5.918 -0.10
C 0.301 1.958 0.314 -0.24
C 0.784 3.412 0.498 -0.55
C -0.346 4.276 1.075 -0.09
C 1.374 4.033 -0.772 -0.08
H 1.603 3.438 1.243 0.10
H 4.229 -2.271 1.541 0.08
H 2.852 -3.026 0.722 0.08
H 4.066 -2.164 -0.224 0.07
H 1.929 -0.961 -0.067 0.13
H 4.282 0.503 1.397 0.09
H 4.072 0.300 -0.373 0.08
H 2.931 1.278 0.566 0.04
H 1.366 -1.617 2.416 0.05
H 2.643 -0.453 2.973 0.04
H -1.213 -0.556 3.535 0.04
H -2.117 0.609 2.464 0.05
H -0.347 -1.263 0.919 0.09
H -3.355 -0.733 0.735 0.09
H -2.098 0.236 -0.074 0.06
H -2.321 -1.468 -0.513 0.05
H -2.602 -2.532 2.537 0.08
H -1.732 -3.329 1.194 0.07
H -0.859 -2.872 2.685 0.07
H 0.952 3.322 3.491 0.03
H -0.256 2.312 4.372 0.06
H 2.752 1.685 4.495 0.12
H 0.377 0.873 6.254 0.08
H 1.247 -0.199 5.146 0.06
H 2.089 0.482 6.560 0.08
H 1.161 3.452 6.424 0.08
H 2.813 2.812 6.675 0.07
H 2.487 3.950 5.337 0.07
H 0.839 1.392 -0.459 0.06
H -0.783 1.924 0.127 0.04
H -1.264 4.158 0.485 0.08
H -0.598 4.015 2.112 0.06
H -0.058 5.336 1.057 0.07
H 0.718 3.889 -1.640 0.08
H 1.515 5.111 -0.609 0.07
H 2.355 3.589 -0.986 0.07
C -4.460 -5.192 -1.576 -0.10
C -3.221 -4.405 -1.926 -0.34
C -1.900 -4.877 -1.819 -0.10
C -0.829 -4.017 -2.034 -0.08
C -1.000 -2.646 -2.452 -0.27
C 0.093 -1.730 -2.646 -0.12
C 0.022 -0.615 -3.580 -0.26
C 0.897 -0.463 -4.708 -0.05
C 0.680 0.487 -5.709 -0.08
C -0.392 1.386 -5.624 -0.32
C -0.628 2.450 -6.661 -0.09
C -1.238 1.278 -4.517 -0.08
C -0.993 0.382 -3.477 -0.07
C -2.366 -2.278 -2.732 -0.09
C -3.426 -3.125 -2.451 -0.10
H -5.273 -4.467 -1.392 0.06
H -4.779 -5.885 -2.379 0.07
H -4.332 -5.771 -0.655 0.06
H -1.753 -5.925 -1.532 0.10
H 0.192 -4.414 -1.927 0.09
H 1.068 -1.978 -2.201 0.06
H 1.732 -1.159 -4.818 0.09
H 1.349 0.590 -6.563 0.10
H -1.544 2.993 -6.403 0.06
H 0.175 3.188 -6.664 0.07
H -0.701 2.058 -7.687 0.07
H -2.089 1.967 -4.474 0.10
H -1.599 0.386 -2.564 0.09
H -2.592 -1.312 -3.172 0.08
H -4.457 -2.785 -2.610 0.10
```

Output
LUMO (hartree): 0.0847
Total charge: -1
Multiplicity: 1

=====

C4H13N2O | ωB97M-V with the def2-TZVPD basis set

XYZ file:
```
20
Properties=species:S:1:pos:R:3:lowdin_charge:R:1
N -0.617 -1.265 0.702 0.04
C -0.412 -0.452 -0.496 -0.38
C 0.318 -1.204 -1.604 -0.20
O 1.583 -0.640 -1.937 -0.06
C 0.263 0.866 -0.142 -0.14
C -0.586 1.699 0.836 -0.12
N -0.569 1.103 2.232 0.17
H -1.068 -2.137 0.429 0.10
H 0.298 -1.509 1.062 0.09
H -1.374 -0.134 -0.915 0.15
H -0.252 -1.137 -2.533 0.13
H 0.427 -2.279 -1.443 0.13
H 2.259 -0.952 -1.326 0.10
H 1.313 0.810 0.139 0.13
H 0.194 1.502 -1.021 0.14
H -0.065 2.651 0.960 0.13
H -1.634 1.836 0.580 0.14
H -0.930 0.133 2.210 0.13
H 0.369 1.143 2.630 0.17
H -1.187 1.600 2.872 0.17
```

Output
Energy relative to the best compared isomer or geometry (same formula, charge and spin) (kcal per mole): 39.1
LUMO (hartree): -0.1239
Total charge: +1
Multiplicity: 1
SMILES: N[C@H](CO)CC[NH3+]

=====

C4H10N2O2 | ωB97M-V with the def2-TZVPD basis set

XYZ file:
```
18
Properties=species:S:1:pos:R:3:lowdin_charge:R:1
H 3.406 1.455 0.456 0.05
N 2.408 1.312 0.353 0.14
C 2.102 0.153 -0.024 -0.57
N 2.733 -1.046 -0.135 0.12
O 0.762 -0.270 -0.214 -0.11
C -0.235 0.511 0.443 -0.15
C -1.584 0.361 -0.269 -0.43
C -2.030 -1.092 -0.328 -0.04
O -2.574 1.083 0.445 -0.03
H 1.804 -1.613 -0.402 0.18
H 3.697 -1.035 -0.427 0.10
H 0.087 1.557 0.444 0.11
H -0.326 0.179 1.484 0.14
H -1.488 0.756 -1.292 0.15
H -2.151 -1.478 0.683 0.09
H -2.991 -1.160 -0.831 0.08
H -1.291 -1.687 -0.859 0.08
H -2.329 2.014 0.475 0.09
```

Output
Energy relative to the best compared isomer or geometry (same formula, charge and spin) (kcal per mole): 57.3
LUMO (hartree): 0.0314
Total charge: 0
Multiplicity: 1
SMILES: [H]/N=C(\N)OC[C@@H](C)O

=====

Across the entries above, HOMO level takes the values -1.92; -13.53; -9.63 eV, respectively.